1.
C18H29N2O2P2RhS | ωB97M-V/def2-TZVPD

Geometry as XYZ:
```
55
Properties=species:S:1:pos:R:3:forces:R:3
C -0.946482 -1.541007 2.661153 0.673 -0.468 1.774
H 3.208715 -1.833601 -0.717007 0.066 0.211 -0.215
H -0.207642 -1.308171 -0.978930 0.461 0.025 -0.689
H 0.344467 -0.767536 -1.350565 -0.399 -1.056 -0.472
H -2.811453 -1.592696 -1.732683 -0.056 0.068 0.293
C -0.286415 -1.686187 1.471612 0.129 1.587 -2.307
C 2.439634 1.948177 -0.725648 -0.208 -0.149 0.014
H -1.576866 -0.668240 2.822622 0.458 -0.054 0.364
C 1.302281 3.368357 -2.459795 -0.748 -0.109 -0.152
C -2.278923 1.410479 -1.597852 0.047 0.830 0.394
H -4.226822 1.109947 0.834663 0.207 0.024 0.225
C 0.301735 -3.936106 2.059745 0.203 0.201 -0.097
H 2.552677 2.640329 0.125242 0.137 -0.162 -0.016
C 1.217338 2.329891 -1.520476 2.051 0.932 -0.544
N 0.065177 1.703845 -1.253840 -1.449 -1.334 1.410
H 3.176247 -0.700945 1.979203 0.101 0.241 0.033
C -0.109684 -3.697054 3.394901 0.170 0.270 -0.858
H 4.275664 -0.454487 -1.158357 -0.359 -0.160 -0.027
C 0.449347 0.813459 4.079016 -0.709 -1.010 1.609
H -3.199023 0.168449 1.962274 -0.051 0.166 -0.206
C 0.155896 3.806322 -3.116322 2.628 1.547 -0.815
H -1.978164 3.499394 -3.287511 0.197 -0.101 0.130
H -4.265231 -0.926424 -0.919144 0.254 -0.129 -0.004
C 3.249801 0.296824 1.526572 0.384 -0.122 -0.113
C 0.290969 -2.892836 1.105285 0.070 -1.036 1.025
N 0.308673 0.267946 5.120902 0.517 1.026 -1.481
O 1.070773 -0.787907 -3.486084 -0.543 -0.255 -0.441
S 0.412029 1.465861 2.578987 0.031 0.329 -0.130
H 0.702799 -3.014673 0.091576 -0.059 -0.154 0.633
C -1.044693 3.192600 -2.817159 -2.470 -1.849 1.180
H -1.971488 0.194983 -3.120067 0.600 -0.382 -0.554
H 1.178044 -1.707982 -3.775934 -0.081 0.402 0.093
H -3.206548 1.806666 -2.011243 0.050 -0.171 0.028
P 2.268701 0.247069 -0.005398 0.491 0.703 0.244
H -0.045546 -4.492989 4.141901 0.171 0.378 -0.217
H 0.209537 4.612327 -3.848301 0.005 -0.267 0.223
H -0.909774 -2.202194 4.756383 -0.136 -0.215 -0.599
C 3.232698 -0.811426 -1.123226 0.091 -0.184 0.079
H 2.276049 3.813205 -2.656271 -0.208 -0.031 0.017
H 0.111621 -0.572988 -3.678942 0.984 -0.202 0.237
C -3.193277 0.906944 1.151732 -0.500 0.180 -0.113
H 2.776286 -0.795424 -2.125658 0.173 0.040 0.423
C -0.654809 -2.448547 3.715195 -0.950 -0.235 -0.436
H 4.301457 0.532493 1.299223 -0.272 -0.062 0.243
P -2.243854 0.239242 -0.245317 0.191 -0.158 0.136
H -3.131098 -1.974528 -0.005999 -0.023 0.108 -0.210
H 0.700455 -4.916863 1.771369 -0.187 0.346 0.213
C -1.093397 2.127777 -1.871873 -0.216 0.602 -1.020
O -1.537213 -0.389235 -3.797319 -0.961 0.400 -0.003
H 3.338367 2.013414 -1.353577 -0.071 0.038 0.252
H -1.882581 -0.078354 -4.648072 0.160 -0.094 0.248
Rh -0.008647 0.021985 0.129700 -1.043 -0.038 0.593
C -3.209526 -1.206147 -0.785255 -0.231 0.053 0.061
H -2.719542 1.830149 1.506851 -0.126 -0.224 -0.111
H 2.821562 1.036512 2.223216 0.359 -0.301 -0.345
```
Forces are in eV/Å.

**Charge**: 0
**Electronic energy**: -58627.617 eV
**⟨S²⟩**: 6.04
**Kohn-Sham gap (spin up / spin down)**: 0.1696 / 0.1685 hartree
**2S+1**: 5



2.
C18H29N3O4TaTl | ωB97M-V/def2-TZVPD

Geometry as XYZ:
```
56
Properties=species:S:1:pos:R:3:forces:R:3
H 3.304147 0.298057 2.810402 -0.333 -0.093 -0.333
H 4.098774 1.172098 -0.081289 0.038 0.101 0.166
H 2.742684 -0.489758 1.336752 -0.070 -0.007 0.021
H 4.148003 2.886168 0.408920 -0.003 -0.216 0.079
C 0.129975 -2.262200 0.808842 0.208 -1.374 1.941
H -2.294472 0.064446 -3.432977 -0.281 -0.012 0.146
C -2.447146 1.412994 -1.719370 -0.282 -0.180 -0.328
H -3.154700 2.477496 0.061696 -0.090 -0.135 -0.036
O -1.398504 0.132238 3.751838 0.283 1.144 -2.644
H 0.864911 -4.069096 2.573601 -0.145 -0.266 -0.285
H -3.118157 0.706056 0.229774 -0.173 0.193 -0.224
H 1.997255 3.908297 0.048711 0.124 -0.280 -0.289
C -0.739909 -4.261343 -0.447722 0.180 -0.315 0.227
H -3.925201 0.202150 -2.734928 0.432 -0.021 0.018
N -0.950738 0.805360 1.496619 -0.076 0.445 -0.127
C -0.970493 -5.638669 -0.495371 0.017 0.053 0.073
Tl -1.011550 3.730124 0.459572 -0.200 0.341 0.509
O 0.252626 -1.699574 1.903621 0.136 0.095 -1.767
H -0.692553 -7.532176 0.479342 0.092 0.397 0.076
H 4.747101 1.639823 1.507130 -0.255 0.070 -0.226
H 2.589388 2.872858 -1.309258 -0.275 0.263 0.345
H -3.649170 2.821625 -2.825501 0.416 -0.024 0.032
O -1.267163 -3.499570 -1.451026 0.744 0.498 0.402
C 2.244851 2.740964 2.425949 0.142 0.190 0.306
H -1.521998 -6.043068 -1.349855 0.245 0.139 0.368
H -0.382602 0.546675 -3.258181 0.317 -0.002 0.454
C -0.025663 -3.709836 0.656984 -0.769 0.349 -0.679
C -2.583646 2.655395 -2.601050 -0.176 -0.083 -0.144
C 2.585245 1.686514 1.378368 0.288 0.502 -0.319
H 0.496983 -6.544286 2.464137 -0.170 0.220 -0.403
O 0.135944 -1.539225 -0.330273 0.380 1.887 -0.419
H -2.050949 2.526093 -3.552687 -0.153 0.133 0.210
C 1.771498 3.038697 -0.586774 0.326 -0.393 0.081
H 0.326673 2.120491 -2.794452 0.155 -0.440 0.223
C 3.970676 1.863466 0.761126 0.396 0.192 0.155
C 0.025218 1.132357 -2.420764 -1.158 0.217 -0.169
H 0.951474 0.583776 -2.055036 -0.281 0.422 -0.629
H -4.366178 1.522224 -0.764470 0.463 -0.038 0.147
H 1.243298 2.557115 2.845389 0.234 0.029 -0.063
H -2.675992 -0.746262 -1.893935 -0.096 0.177 -0.090
H 0.870991 3.288266 -1.170377 0.335 -0.241 0.082
C 2.519113 0.327092 2.034713 -0.010 -0.271 0.322
Ta 0.196756 0.461831 -0.056402 -1.467 -0.609 2.139
H 2.968241 2.673847 3.255684 -0.300 0.133 -0.309
C -1.198959 0.483848 2.649375 -0.139 -1.361 2.548
H -0.821055 -2.626520 -1.383663 -0.521 -0.736 -0.304
H -2.203871 3.558644 -2.102965 -0.070 -0.065 -0.111
C 0.155508 -5.906526 1.642737 0.213 0.267 0.343
N -1.032459 1.253013 -1.300821 2.256 -0.411 -0.709
C 0.376827 -4.533192 1.713322 -0.020 -0.686 0.051
C -3.301708 1.527664 -0.472131 -0.537 -0.050 0.173
H 1.573452 0.139179 2.555729 0.155 -0.035 -0.146
C -0.511490 -6.455530 0.537981 -0.083 0.296 -0.164
N 1.576701 1.820510 0.261141 -0.282 -0.001 -0.758
C -2.851184 0.157651 -2.492609 -0.244 -0.214 -0.158
H 2.283193 3.761731 2.024434 0.083 -0.194 0.198
```
Forces are in eV/Å.

**Charge**: +2
**Electronic energy**: -38029.262 eV
**Kohn-Sham gap**: 0.2096 hartree



3.
C18H29NO2 | ωB97M-V/def2-TZVPD

Geometry as XYZ:
```
50
Properties=species:S:1:pos:R:3:forces:R:3
C -0.982968 3.154085 -0.574285 -0.161 0.082 0.161
H -4.206822 -1.258876 1.975743 0.032 0.075 0.165
H -4.776623 -2.495231 -0.757961 -0.015 0.064 -0.060
O 1.238759 -1.530375 -1.465013 -0.103 0.037 -0.152
H -1.970844 -1.313827 1.537087 0.069 0.037 0.008
H -4.773702 -2.907952 1.711226 -0.022 -0.090 0.102
H -5.789848 -1.538160 1.260250 -0.095 0.035 0.092
C -0.389765 3.929510 0.597627 -0.017 -0.084 -0.234
C -4.764985 -1.900544 1.299173 0.031 0.032 -0.246
H 0.411255 4.582166 0.256557 0.096 0.087 0.057
H 2.844363 -0.897283 -2.599437 -0.031 -0.196 0.120
N -1.687166 -0.232752 -0.227522 -0.004 -0.005 0.235
C 3.450865 -1.065027 -0.548958 -0.074 -0.043 -0.024
H -2.689489 -3.404800 0.420392 0.026 -0.119 -0.043
C 5.013145 -1.540642 1.225751 0.075 -0.031 0.069
C 4.267451 -1.954324 0.137362 -0.042 0.073 -0.058
H -2.788861 2.766753 0.506087 -0.076 0.022 -0.020
H -4.119934 -0.877589 -0.481927 -0.058 -0.013 -0.111
C 2.502722 1.282518 -0.812006 0.079 0.391 0.006
C 3.366850 0.259110 -0.116938 0.012 -0.090 0.061
C 0.733541 -0.304390 -0.978661 -0.523 -0.067 0.433
H 4.038150 1.687326 1.323523 -0.026 0.108 0.066
H 4.319150 -2.981352 -0.193384 -0.004 -0.117 -0.036
C 4.109120 0.662452 0.987364 -0.106 0.005 -0.142
H -0.195486 2.590220 -1.074887 0.013 -0.001 -0.097
H -2.674595 1.882071 -1.008353 -0.095 -0.031 0.027
H 5.508219 0.106713 2.503247 0.048 0.022 0.075
H -1.386836 3.868796 -1.295425 0.055 -0.019 -0.072
H -0.987306 -1.123900 -1.952919 0.015 0.070 -0.050
H 5.648973 -2.242786 1.743779 0.051 -0.059 0.050
H 2.137384 2.000033 -0.059888 0.105 -0.055 -0.105
H -1.152328 4.543401 1.073175 -0.052 0.081 0.088
H -0.928683 0.641336 -1.954290 0.006 -0.021 -0.062
O 1.396434 0.788065 -1.546630 0.079 -0.147 -0.199
H -0.715905 -1.979831 0.487437 -0.006 0.017 0.137
H 2.865676 -2.568243 -1.974486 0.090 0.133 0.006
H 0.862219 -0.278031 0.121312 -0.008 0.012 -0.256
H 0.016163 3.255363 1.349005 0.073 -0.036 0.131
C -1.703582 -1.497935 0.495204 -0.120 -0.218 -0.159
C -0.771997 -0.246300 -1.341219 0.319 -0.052 -0.085
H -0.612616 1.128538 1.015019 0.015 0.008 0.093
H -2.441778 -2.654330 -1.156055 0.066 -0.097 -0.044
C -4.148044 -1.896830 -0.094659 0.066 -0.201 0.110
C -1.622309 0.954635 0.608361 -0.245 0.112 -0.106
C 2.633226 -1.531300 -1.725202 0.101 0.053 -0.155
C -2.105131 2.209236 -0.137515 0.283 0.025 -0.020
C -2.726582 -2.457494 -0.121629 -0.038 0.266 0.049
C 4.934261 -0.225566 1.651208 0.075 -0.019 0.039
H 3.102384 1.838398 -1.543404 -0.079 -0.013 0.135
H -2.286136 0.774956 1.456758 0.121 -0.023 0.019
```
Forces are in eV/Å.

**Charge**: 0
**Electronic energy**: -24721.032 eV
**Kohn-Sham gap**: 0.3318 hartree
**SMILES string**: CCCCN(CCCC)CC1OCc2ccccc2CO1



4.
C18H30BIN3O3P2 | ωB97M-V/def2-TZVPD

Geometry as XYZ:
```
58
Properties=species:S:1:pos:R:3:forces:R:3
H 5.980890 4.332886 -1.805924 0.066 0.418 0.461
H -1.371171 -1.711608 3.527164 0.086 0.050 -0.082
H 0.953501 -1.589208 1.159901 0.130 0.187 0.006
C 4.487632 1.967666 -0.178723 0.559 1.269 -0.094
C -9.089205 -3.906085 0.430852 0.034 0.154 -0.038
H 8.149053 1.450648 -0.572308 0.237 0.111 -0.017
H 6.569495 2.966855 1.806993 0.059 -0.618 0.240
H 3.506904 2.425518 2.254326 -0.386 0.275 -0.708
C -5.451751 -3.862687 1.229102 -0.099 -0.088 0.146
P 6.150163 1.078933 0.221318 0.348 -2.508 0.228
H 2.099261 4.391012 -3.529425 -0.501 -0.443 -0.057
C 2.616121 1.958813 -2.112499 0.106 1.495 -0.223
H -9.172684 -4.944217 0.738328 0.054 0.047 -0.013
H -0.967044 -0.882783 -0.528696 0.090 0.066 0.104
C 2.432281 2.240572 -3.636446 -1.245 -0.395 -0.753
H 0.569142 -0.954046 2.778710 -0.065 -0.047 -0.045
N -1.088337 -1.284191 1.511239 0.002 0.010 0.116
H 2.218243 2.845113 -1.572091 0.115 -0.731 -0.062
C -6.069190 -1.742685 0.319871 -0.179 0.049 -0.185
B 4.910032 3.844412 -1.530978 0.593 -0.367 -1.262
H -8.150806 -1.592447 -0.226025 -0.030 -0.073 0.031
C -2.914083 -1.623219 0.036073 -0.001 0.145 -0.063
H 2.023742 1.300284 0.853346 0.504 0.827 0.005
H 4.253211 0.595964 -1.960685 0.416 0.594 0.259
C -1.611594 -1.231094 0.268782 -0.262 -0.171 0.094
C 0.327595 -0.897528 1.720807 0.019 -0.040 0.067
H 6.295801 1.383945 2.711944 0.045 0.171 -0.538
C -3.138517 -2.106311 2.362444 0.046 -0.157 0.109
C 4.077462 1.658478 -1.670862 0.513 -0.116 -0.432
H -3.709626 -2.435643 3.221339 0.046 0.019 -0.024
C -3.705660 -2.086432 1.086377 0.388 0.092 0.070
I 1.264102 0.284612 -1.602970 0.134 0.096 -0.220
H -4.726857 -4.554639 1.638773 -0.040 0.026 -0.022
C -5.082067 -2.564631 0.868076 -0.267 -0.111 0.032
O 7.281881 1.443962 -0.986846 -1.178 0.789 1.025
H -3.294614 -1.584290 -0.976949 0.058 0.008 0.029
H 1.454460 3.679312 -5.012809 -0.105 -0.313 0.622
P 3.399046 1.428571 1.248455 1.308 -1.535 0.849
C 1.554025 3.505319 -3.921110 0.943 0.149 0.239
C 6.747769 1.868798 1.833051 0.261 0.917 -1.026
O 4.914959 2.564786 -2.335898 -0.889 -1.187 0.262
H 3.372017 2.318751 -4.206615 -0.137 0.006 0.779
C -7.358961 -2.208130 0.178338 0.391 0.088 0.066
N -7.685887 -3.459013 0.559261 -0.010 -0.208 0.022
H 0.555455 3.432322 -3.446978 0.480 0.045 -0.277
H 4.172739 0.239196 2.844013 0.035 -0.333 -0.089
N 3.921735 0.029381 1.878008 -0.930 1.028 -0.214
H 0.460904 0.120899 1.360742 0.088 -0.101 -0.047
O 4.759129 3.350852 -0.128824 -1.030 -0.557 0.328
H -9.388126 -3.802114 -0.610155 -0.083 -0.017 0.062
H 1.874116 1.388261 -4.085499 0.546 0.396 0.204
C -6.752839 -4.287570 1.064992 0.338 0.212 0.048
H -9.701320 -3.278433 1.076237 -0.074 -0.068 -0.080
H -5.847551 -0.725997 0.020905 -0.015 -0.044 0.007
H 7.847206 1.707809 1.878326 -0.651 0.017 -0.040
H 3.975724 4.497215 -1.940275 -0.435 0.501 0.357
H -7.063916 -5.285308 1.340787 -0.088 0.056 -0.052
C -1.833993 -1.700833 2.550710 -0.342 -0.085 -0.203
```
Forces are in eV/Å.

**Charge**: +1
**Electronic energy**: -57109.235 eV
**Kohn-Sham gap**: 0.0519 hartree